The following is a quantum chemistry calculation of 11 unconnected molecules or ions with the total composition C50H89F17N3O15P2S, from OMol25.

net charge = +1
strongest force on any atom = 10.33 eV/A
total energy = -6029.2259 hartree

Each atom is followed by the atoms it is bonded to, with distances in Å.
Geometry (Å):
1 C 5.95401 1.54985 2.53138  O2 1.501, H49 1.174, H50 1.191, H51 1.176
2 O 5.30829 0.76273 1.42861  C1 1.501, C3 1.480
3 C 3.86311 0.63186 1.71992  O2 1.480, C4 1.673, H52 1.170, H53 1.195
4 C 3.00492 -0.08643 0.47663  C3 1.673, C5 1.648, C25 1.664, C41 1.674
5 C 3.99121 -1.22027 -0.19917  C4 1.648, C6 1.657, H54 1.194, H55 1.194
6 C 4.59937 -2.31657 0.88397  C5 1.657, C7 1.655, H56 1.169, H57 1.185
7 C 5.73046 -3.23175 0.09495  C6 1.655, F8 1.511, F9 1.481, C10 1.662
8 F 7.04978 -2.99285 0.79238  C7 1.511
9 F 5.95002 -2.84434 -1.31759  C7 1.481
10 C 5.46802 -4.86620 0.24343  C7 1.662, F11 1.512, F12 1.477, C13 1.651
11 F 6.80514 -5.49376 -0.07881  C10 1.512
12 F 5.17521 -5.25410 1.63867  C10 1.477
13 C 4.42243 -5.46735 -0.88340  C10 1.651, F14 1.516, F15 1.511, C16 1.625
14 F 5.30416 -5.76776 -2.07915  C13 1.516
15 F 3.47520 -4.42225 -1.42465  C13 1.511
16 C 3.72831 -6.88769 -0.50787  C13 1.625, F17 1.512, F18 1.511, S19 1.851
17 F 3.52495 -7.61667 -1.81678  C16 1.512
18 F 4.64108 -7.79996 0.27864  C16 1.511
19 S 2.08505 -6.85678 0.34463  C16 1.851, F20 1.749, F21 1.749, F22 1.711, F23 1.704, F24 1.715
20 F 2.84331 -7.67090 1.69445  S19 1.749
21 F 1.78631 -8.45727 -0.29521  S19 1.749
22 F 1.22356 -6.24258 -0.99959  S19 1.711
23 F 2.30543 -5.33584 1.08178  S19 1.704
24 F 0.59030 -6.98131 1.17516  S19 1.715
25 C 1.75606 -0.87043 1.24770  C4 1.664, C26 1.636, N31 1.507, H58 1.195
26 C 0.91508 -1.90231 0.29713  C25 1.636, P27 1.931, H59 1.167, H60 1.194
27 P -1.00167 -1.69412 0.39715  C26 1.931, O28 1.594, O29 1.777, O30 1.748
28 O -1.55637 -1.63657 1.89065  P27 1.594
29 O -1.66146 -3.19827 -0.28065  P27 1.777, H61 1.014
30 O -1.59766 -0.41500 -0.63462  P27 1.748, H62 1.021
31 N 0.92409 0.17051 1.95196  C25 1.507, C32 1.536, H63 1.042
32 C 0.58025 1.35705 1.03880  N31 1.536, N33 1.402, N40 1.494
33 N -0.21279 2.32085 1.67750  C32 1.402, C34 1.509, H64 1.065
34 C -0.73499 3.55504 0.98466  N33 1.509, C35 1.673, H65 1.193, H66 1.185
35 C -2.17355 4.11948 1.62475  C34 1.673, C36 1.639, H67 1.192, H68 1.193
36 C -3.30888 2.95152 1.80436  C35 1.639, F37 1.510, F38 1.482, F39 1.496
37 F -4.61297 3.57079 1.36086  C36 1.510
38 F -3.09598 1.76645 0.94081  C36 1.482
39 F -3.40168 2.63925 3.26418  C36 1.496
40 N 0.98944 1.41887 -0.39683  C32 1.494, C41 1.531, H69 1.036
41 C 2.45438 1.04166 -0.63160  C4 1.674, N40 1.531, C42 1.667, P46 1.897
42 C 2.58048 0.47707 -2.19536  C41 1.667, C43 1.636, H70 1.194, H71 1.193
43 C 1.71205 1.32064 -3.29618  C42 1.636, O44 1.363, F45 1.511
44 O 2.31088 1.94411 -4.34947  C43 1.363
45 F 0.20534 1.43771 -3.30434  C43 1.511
46 P 3.47407 2.63900 -0.55496  C41 1.897, C47 1.890, C48 1.886
47 C 2.67337 4.06004 0.39952  P46 1.890, H72 1.194, H73 1.194, H74 1.171
48 C 4.33792 3.12882 -2.15865  P46 1.886, H75 1.170, H76 1.193, H77 1.192
49 H 5.20816 2.28366 3.06308  C1 1.174
50 H 6.32424 0.79222 3.37262  C1 1.191
51 H 6.86298 2.18630 2.14160  C1 1.176
52 H 3.35657 1.60547 2.12545  C3 1.170
53 H 3.80642 -0.14841 2.62303  C3 1.195
54 H 4.85411 -0.60418 -0.74804  C5 1.194
55 H 3.44470 -1.89462 -1.01928  C5 1.194
56 H 5.14733 -1.83532 1.79802  C6 1.169
57 H 3.73665 -3.00738 1.31123  C6 1.185
58 H 2.22344 -1.54778 2.11410  C25 1.195
59 H 1.19707 -1.89760 -0.83555  C26 1.167
60 H 1.12043 -3.01596 0.67633  C26 1.194
61 H -1.26019 -3.93480 0.28969  O29 1.014
62 H -1.08766 -0.52065 -1.51234  O30 1.021
63 H 1.32586 0.48795 2.85895  N31 1.042
64 H -0.49025 2.20423 2.69870  N33 1.065
65 H -0.00271 4.49491 1.04732  C34 1.193
66 H -0.91192 3.37008 -0.17210  C34 1.185
67 H -2.53740 4.96163 0.86372  C35 1.192
68 H -1.91672 4.70399 2.63294  C35 1.193
69 H 0.88781 2.34237 -0.85598  N40 1.036
70 H 3.74066 0.42451 -2.47253  C42 1.194
71 H 2.20601 -0.65099 -2.29854  C42 1.193
72 H 1.75283 4.45387 -0.25067  C47 1.194
73 H 3.40931 4.99749 0.46506  C47 1.194
74 H 2.22287 3.75995 1.43760  C47 1.171
75 H 4.86630 2.26962 -2.75168  C48 1.170
76 H 5.15092 3.96505 -1.90642  C48 1.193
77 H 3.53868 3.69017 -2.84274  C48 1.192
78 C -1.29484 -0.31390 5.32655  C79 1.505, H82 1.095, H83 1.093, H84 1.093
79 C -0.94313 1.14869 5.38148  C78 1.505, O80 1.230, C81 1.505
80 O -0.40069 1.71115 4.43170  C79 1.230
81 C -1.28086 1.89653 6.64349  C79 1.505, H85 1.093, H86 1.093, H87 1.095
82 H -0.99301 -0.72347 4.35672  C78 1.095
83 H -0.76378 -0.85355 6.11476  C78 1.093
84 H -2.37451 -0.44092 5.43921  C78 1.093
85 H -0.74916 1.45541 7.49036  C81 1.093
86 H -2.35988 1.86804 6.81481  C81 1.093
87 H -0.96982 2.94156 6.54027  C81 1.095
88 C -5.35930 1.14458 -1.17935  C89 1.505, H92 1.095, H93 1.093, H94 1.093
89 C -4.98977 1.38289 -2.61898  C88 1.505, O90 1.230, C91 1.505
90 O -4.74204 2.51312 -3.03601  C89 1.230
91 C -4.93500 0.18478 -3.52867  C89 1.505, H95 1.093, H96 1.093, H97 1.095
92 H -5.35898 2.09883 -0.64193  C88 1.095
93 H -6.36032 0.70990 -1.11981  C88 1.093
94 H -4.62746 0.48019 -0.71297  C88 1.093
95 H -5.91711 -0.29262 -3.57384  C91 1.093
96 H -4.18425 -0.52234 -3.16700  C91 1.093
97 H -4.65547 0.50746 -4.53724  C91 1.095
98 C -4.63416 -6.56095 -0.17549  C99 1.505, H102 1.095, H103 1.093, H104 1.093
99 C -3.32710 -6.44631 0.56230  C98 1.505, O100 1.230, C101 1.505
100 O -2.85818 -5.35009 0.86413  C99 1.230
101 C -2.61595 -7.72489 0.91659  C99 1.505, H105 1.093, H106 1.093, H107 1.095
102 H -5.03331 -5.55874 -0.36432  C98 1.095
103 H -4.47685 -7.06125 -1.13439  C98 1.093
104 H -5.35506 -7.11629 0.42984  C98 1.093
105 H -2.36869 -8.27701 0.00637  C101 1.093
106 H -3.24689 -8.33205 1.57059  C101 1.093
107 H -1.68701 -7.48859 1.44641  C101 1.095
108 C 9.14059 1.54418 -2.06827  C109 1.505, H112 1.095, H113 1.093, H114 1.093
109 C 8.18762 2.70149 -2.20380  C108 1.505, O110 1.230, C111 1.505
110 O 7.07777 2.68023 -1.67420  C109 1.230
111 C 8.64516 3.88593 -3.01237  C109 1.505, H115 1.093, H116 1.093, H117 1.095
112 H 8.67665 0.76166 -1.45848  C108 1.095
113 H 9.36625 1.13127 -3.05473  C108 1.093
114 H 10.05821 1.87428 -1.57480  C108 1.093
115 H 8.84870 3.57737 -4.04089  C111 1.093
116 H 9.54067 4.32038 -2.56096  C111 1.093
117 H 7.85519 4.64441 -3.02384  C111 1.095
118 C 7.90450 -7.90342 -1.28334  C119 1.505, H122 1.095, H123 1.093, H124 1.093
119 C 9.16087 -8.67789 -1.57934  C118 1.505, O120 1.230, C121 1.505
120 O 9.40459 -9.09082 -2.71194  C119 1.230
121 C 10.10758 -8.92756 -0.43592  C119 1.505, H125 1.093, H126 1.093, H127 1.095
122 H 7.31730 -7.79972 -2.20195  C118 1.095
123 H 7.30420 -8.43816 -0.54292  C118 1.093
124 H 8.16045 -6.90592 -0.91728  C118 1.093
125 H 9.60547 -9.50796 0.34222  C121 1.093
126 H 10.46172 -7.97571 -0.03214  C121 1.093
127 H 10.97013 -9.49780 -0.79691  C121 1.095
128 C -3.60521 8.23456 5.23508  C129 1.505, H132 1.095, H133 1.093, H134 1.093
129 C -3.31117 7.13025 4.25532  C128 1.505, O130 1.230, C131 1.505
130 O -2.20721 6.58957 4.21493  C129 1.230
131 C -4.42018 6.71300 3.32687  C129 1.505, H135 1.093, H136 1.093, H137 1.095
132 H -2.71345 8.42978 5.84010  C128 1.095
133 H -3.86956 9.14823 4.69669  C128 1.093
134 H -4.41983 7.93489 5.89923  C128 1.093
135 H -4.72081 7.55884 2.70345  C131 1.093
136 H -5.27108 6.34551 3.90599  C131 1.093
137 H -4.06469 5.90694 2.67620  C131 1.095
138 C -6.30971 2.75046 5.40705  C139 1.505, H142 1.095, H143 1.093, H144 1.093
139 C -5.90202 1.67484 6.37799  C138 1.505, O140 1.230, C141 1.505
140 O -5.18173 1.92524 7.34297  C139 1.230
141 C -6.40979 0.28094 6.12260  C139 1.505, H145 1.093, H146 1.093, H147 1.095
142 H -5.86988 3.70444 5.71671  C138 1.095
143 H -5.94476 2.50542 4.40640  C138 1.093
144 H -7.39785 2.85252 5.40095  C138 1.093
145 H -6.04928 -0.07414 5.15388  C141 1.093
146 H -7.50237 0.27296 6.14843  C141 1.093
147 H -6.03582 -0.39015 6.90316  C141 1.095
148 C -8.04726 9.11708 7.81362  C149 1.505, H152 1.095, H153 1.093, H154 1.093
149 C -7.75322 8.01277 6.83386  C148 1.505, O150 1.230, C151 1.505
150 O -6.64926 7.47208 6.79347  C149 1.230
151 C -8.86223 7.59552 5.90541  C149 1.505, H155 1.093, H156 1.093, H157 1.095
152 H -7.15549 9.31230 8.41864  C148 1.095
153 H -8.31161 10.03075 7.27523  C148 1.093
154 H -8.86188 8.81741 8.47777  C148 1.093
155 H -9.16285 8.44136 5.28199  C151 1.093
156 H -9.71312 7.22803 6.48453  C151 1.093
157 H -8.50674 6.78946 5.25474  C151 1.095
158 C -3.21222 -0.55053 -7.48334  C159 1.505, H162 1.095, H163 1.093, H164 1.093
159 C -4.16518 0.60679 -7.61888  C158 1.505, O160 1.230, C161 1.505
160 O -5.27503 0.58552 -7.08928  C159 1.230
161 C -3.70764 1.79122 -8.42745  C159 1.505, H165 1.093, H166 1.093, H167 1.095
162 H -3.67616 -1.33304 -6.87356  C158 1.095
163 H -2.98656 -0.96344 -8.46981  C158 1.093
164 H -2.29459 -0.22043 -6.98988  C158 1.093
165 H -3.50411 1.48267 -9.45596  C161 1.093
166 H -2.81214 2.22568 -7.97603  C161 1.093
167 H -4.49762 2.54970 -8.43892  C161 1.095
168 C -3.78697 -2.28246 -12.07539  C169 1.505, H172 1.095, H173 1.093, H174 1.093
169 C -2.47990 -2.16782 -11.33760  C168 1.505, O170 1.230, C171 1.505
170 O -2.01098 -1.07160 -11.03577  C169 1.230
171 C -1.76876 -3.44640 -10.98332  C169 1.505, H175 1.093, H176 1.093, H177 1.095
172 H -4.18612 -1.28025 -12.26422  C168 1.095
173 H -3.62966 -2.78275 -13.03429  C168 1.093
174 H -4.50786 -2.83779 -11.47006  C168 1.093
175 H -1.52149 -3.99852 -11.89354  C171 1.093
176 H -2.39969 -4.05356 -10.32931  C171 1.093
177 H -0.83981 -3.21010 -10.45350  C171 1.095

These are the Löwdin partial charges, in e, on atoms 1 to 4: -0.08, -0.27, -0.21, -0.25